(1)
{
  "formula": "C40H110ClN10O14",
  "method": "wB97M-V/def2-TZVPD",
  "elements": ["H", "H", "C", "H", "C", "H", "C", "N", "O", "H", "H", "C", "C", "H", "H", "H", "H", "N", "H", "H", "H", "H", "O", "H", "O", "H", "C", "N", "H", "N", "H", "N", "H", "H", "C", "C", "H", "O", "H", "C", "C", "C", "H", "H", "H", "C", "H", "H", "H", "H", "H", "H", "H", "H", "H", "C", "H", "C", "H", "H", "H", "H", "H", "C", "H", "O", "H", "H", "H", "C", "O", "H", "C", "H", "H", "H", "C", "H", "C", "O", "Cl", "C", "H", "H", "C", "H", "C", "H", "N", "H", "H", "C", "N", "C", "H", "H", "H", "C", "H", "H", "H", "H", "H", "C", "H", "H", "H", "H", "H", "H", "H", "H", "H", "H", "C", "C", "O", "H", "H", "H", "O", "O", "O", "H", "O", "H", "N", "H", "C", "H", "H", "N", "H", "H", "H", "H", "C", "C", "H", "H", "H", "N", "C", "H", "C", "O", "H", "H", "H", "H", "H", "C", "H", "H", "H", "H", "H", "C", "C", "H", "H", "H", "C", "C", "C", "O", "H", "H", "H", "H", "H", "H", "C", "H", "H"],
  "positions_angstrom": [[0.0823, -4.3500, 3.4883], [-5.5425, 0.9600, 1.7379], [-0.8922, -4.5573, 1.5777], [-0.5264, -3.1152, -1.7692], [0.7831, 3.3478, -3.0430], [4.3148, 4.2615, 3.8874], [-4.2522, 0.2294, -3.6600], [0.2762, -4.1113, 0.8240], [1.1448, 3.8699, 2.6377], [-3.9969, 4.5405, 4.1622], [6.1355, 1.8203, 1.6547], [-5.9308, -0.8581, 2.5272], [6.5431, 0.3615, -1.4362], [6.7581, 0.6776, -0.4058], [-4.9442, -1.6826, 0.7421], [1.5977, 7.1566, -2.2063], [-8.5309, 0.4792, -2.5321], [1.8246, 0.8528, 3.0242], [-0.9820, 3.9324, -1.9302], [-5.1484, -0.9754, -2.0297], [-2.3370, -0.2576, -4.6339], [2.2503, 5.5705, 2.7965], [-6.4800, 0.4699, -2.7215], [4.2463, -1.2237, -3.6907], [5.2220, 0.0433, -1.7099], [-7.9893, -2.5135, 2.9632], [1.6392, 4.5908, -2.8179], [-3.5691, 1.1833, -2.7635], [4.9511, 1.7874, -7.0894], [2.3421, -0.8893, -1.7662], [3.8429, 3.1269, -7.2832], [3.3097, -5.6904, -2.2423], [3.6845, 6.2073, 4.9064], [-3.1332, -3.0260, -1.2240], [4.4239, 2.5680, -6.5370], [0.9338, -0.2247, -4.5702], [-3.8691, 4.0142, 5.8407], [-6.0812, -3.0016, 3.6865], [6.1881, 0.1209, 1.9426], [1.2506, -6.8441, -1.5360], [-5.4361, -0.4568, -2.9508], [-7.6807, -0.2021, -2.4377], [-0.9291, -4.6747, -2.4976], [1.7042, 3.8052, 5.1463], [6.9182, 1.1665, -2.0693], [2.4207, 4.4181, 4.5897], [2.3205, -7.1504, -3.3107], [5.1309, 0.7824, -4.5913], [-1.1596, 1.4551, 3.1034], [3.3589, 5.2222, 6.3264], [2.1446, 6.2868, 5.8152], [-5.3224, -1.3025, 4.5779], [0.0930, -4.2653, -0.1635], [0.9933, -6.0859, -0.7965], [1.2092, 4.5554, 0.6891], [3.6586, 2.0949, -5.3043], [1.7804, -0.8077, -0.9158], [-2.1923, -4.1015, 0.9135], [1.1485, 2.6657, -1.1782], [-6.5782, -2.3744, 1.0710], [-2.1178, -3.0265, 0.7109], [4.0231, 3.1650, 4.8675], [-3.5686, 2.1344, 3.5866], [-3.2068, -0.7260, -4.1814], [-4.3611, -2.1570, 3.3437], [-2.1808, -0.8308, 0.2932], [1.1703, -0.9274, 4.7719], [0.3182, -7.2630, -1.9379], [2.7140, 4.3885, -2.8203], [-1.6375, 1.1230, 4.0306], [1.2912, 5.2507, -1.6199], [-2.6353, -0.5014, 2.9780], [2.1690, -1.1833, 4.4134], [0.7975, 5.6184, 3.7496], [0.5324, 1.5809, -2.1006], [5.1462, 3.3203, -6.2060], [-2.8128, 2.0503, 4.3731], [-1.1353, -0.9553, 3.5173], [2.7322, 0.1997, 3.9701], [4.6166, 1.2432, 2.8085], [-0.8669, -0.3645, -0.1251], [1.5957, 4.9374, 3.4240], [-0.0922, 5.2206, 1.6853], [-2.7266, 5.1977, 5.2588], [2.0685, -6.2729, -2.7009], [1.8564, 6.8925, -0.4982], [0.4852, 4.3095, 1.4745], [-5.7813, -1.2313, -3.6539], [1.2515, 2.3034, -2.1290], [-2.8673, -1.3545, -3.3544], [-4.7036, 0.8787, -4.4191], [-3.2832, 4.3106, 4.9589], [-5.1465, 0.3719, 2.4601], [4.7003, -1.0058, -0.9255], [4.1020, -0.7397, 2.6193], [-7.9449, -0.9050, -3.2395], [-7.7103, -2.1967, 4.6682], [-5.3557, -1.7827, 3.5919], [-3.3589, 1.6553, 5.2437], [-3.7103, -1.3146, -4.9563], [3.3298, -2.6348, -1.1778], [5.2425, 2.3139, -4.0800], [-7.8668, -3.8644, 4.1250], [-0.3496, -3.7592, -2.6266], [1.4066, 5.2304, -3.6881], [4.7917, -0.3255, 4.1820], [5.4469, -1.7910, -0.7245], [0.7956, 2.9943, -4.0814], [-0.6961, -2.8869, 3.0222], [0.1114, 0.0093, -3.8962], [3.1623, -2.6709, -3.5662], [1.6495, -1.5029, -2.2043], [-7.6800, -0.6829, -1.4608], [-3.1503, -4.5448, -2.1633], [-1.9840, -0.3484, 3.8374], [3.5684, -1.6752, -1.6652], [0.1513, -0.9781, 0.7191], [3.0462, 0.2367, -6.1839], [-0.6140, -3.2112, -3.5371], [-4.1935, 1.7502, -2.2027], [-0.6825, -0.6898, -1.5024], [1.0234, -4.1069, -2.7775], [-2.3666, -4.7839, -0.3284], [-1.3086, 2.6462, -2.9921], [-2.3228, 3.3532, 4.6275], [-2.3732, -0.7267, 4.7852], [3.5347, 3.6320, 4.0991], [3.0921, 6.3346, -1.6320], [-3.2718, -4.1071, -1.1690], [-0.1876, 3.5771, 1.0277], [3.1711, -4.7619, -1.8518], [4.5775, 1.5769, -4.2899], [-3.0789, -4.3393, 1.5205], [-6.9287, -0.4958, 2.7832], [0.3848, -3.1062, 0.9439], [-0.9244, -5.6515, 1.6129], [-7.4732, -2.8892, 3.8500], [2.5818, 1.0748, -5.6353], [0.3795, -5.7523, -3.8556], [0.5860, -0.3136, -5.6048], [2.7490, -1.7994, 5.0975], [-0.5570, 1.2687, 5.0566], [-0.8083, -3.9706, 2.9780], [4.7871, -2.7996, -2.9852], [-0.7289, 3.5717, -2.9352], [1.9757, 0.7321, -4.4277], [2.7765, 0.8575, 4.8422], [-1.1398, 4.2215, -3.7142], [1.7570, -7.6729, -1.0408], [1.9623, -1.7147, 3.4778], [-4.3122, -4.3618, -0.9316], [2.9134, 5.6219, 5.4066], [0.9955, 0.9840, 3.6161], [7.1895, -0.5194, -1.5860], [4.4061, -0.6709, 0.0768], [3.7855, -6.1847, -1.4987], [3.1394, 2.9602, -4.8848], [2.0170, 6.4517, -1.4808], [-5.9532, -1.4758, 1.0957], [1.9512, 1.5200, -6.4217], [-0.4634, 2.2935, 5.0932], [-4.1597, 0.2856, 2.2570], [3.9592, -2.0913, -3.1035], [1.3054, -5.2532, -3.5478], [4.1303, 0.0489, 3.3864], [-0.8136, 1.0698, 0.0673], [1.3452, -1.2019, -4.3005], [6.6767, 1.3078, 3.2267], [-6.4478, -0.7642, 0.4332], [-1.0862, 1.2474, 5.9423], [1.4233, 0.1849, 2.3577], [-1.6510, -4.3321, 3.5727], [5.9595, 1.0712, 2.4336], [1.8679, -4.9259, -4.4235], [-3.0202, 0.6153, -2.1231]],
  "mulliken_charge": [0.41, 0.24, 0.34, -0.65, 1.25, 0.27, 0.25, -0.53, 0.10, 0.30, 0.27, 0.27, -0.81, 0.09, 0.01, 0.35, 0.30, 0.14, 0.19, -0.04, 0.27, 0.29, -0.34, -0.31, 0.04, 0.25, -1.33, -0.41, 0.38, 0.41, 0.39, -0.66, 0.38, 0.13, -1.81, -0.40, 0.32, -0.40, 0.36, -1.21, -0.23, -0.61, 0.91, -0.07, 0.18, 0.83, 0.23, 0.22, -0.32, 0.42, 0.39, 0.39, -0.18, 0.20, 0.23, 1.11, -0.47, 0.39, 0.13, 0.41, -0.60, 0.27, 0.34, -0.99, -0.21, 0.00, 0.25, 0.34, 0.46, 1.75, -0.13, -0.93, -1.38, 0.41, -0.52, 0.41, -0.91, -0.86, 0.61, -0.07, -0.67, -1.20, 0.43, 0.24, 0.42, 0.26, -0.62, 0.38, 0.12, -0.09, 0.30, -0.86, -0.39, -1.14, 0.18, 0.32, 0.31, -0.13, 0.36, 0.55, 0.07, 0.29, 0.26, -0.57, 0.49, 0.35, 0.52, 0.03, -0.23, -0.23, 0.22, -0.45, 0.12, 0.34, 0.16, 1.60, 0.00, 0.41, 0.32, 0.29, 0.64, 0.16, -0.38, 0.35, -0.17, 0.57, -0.39, 0.37, -0.69, -0.09, 0.06, -0.28, 0.54, 0.29, 0.08, 0.41, -0.72, -1.24, 0.57, 0.45, 0.45, -0.62, -1.12, 0.54, -1.61, 0.41, 0.46, 0.44, 0.45, 0.22, 0.38, -1.68, -0.11, 0.44, 0.09, 0.27, -0.48, -0.96, -0.75, 0.40, 0.01, -0.05, -1.20, -0.94, -0.93, -0.24, 0.01, 0.32, 0.16, 0.42, -0.19, 0.50, -0.98, 0.34, -0.17],
  "charge": -1,
  "gap_ha": 0.288,
  "energy_ev": -99340.77981,
  "e_homo_ev": -5.6,
  "spin_multiplicity": 1
}

---

(2)
{
  "formula": "C40H110N10O10",
  "method": "wB97M-V/def2-TZVPD",
  "elements": ["C", "H", "O", "H", "H", "H", "O", "O", "H", "O", "H", "H", "C", "C", "C", "O", "H", "C", "H", "H", "H", "C", "H", "H", "C", "O", "H", "H", "H", "H", "H", "N", "H", "N", "H", "H", "C", "H", "H", "H", "C", "H", "H", "H", "H", "H", "H", "H", "H", "H", "N", "H", "H", "C", "H", "C", "H", "C", "H", "H", "N", "H", "H", "C", "H", "H", "O", "N", "N", "H", "H", "H", "H", "H", "C", "N", "H", "H", "C", "C", "H", "H", "H", "H", "C", "H", "C", "C", "H", "O", "H", "C", "H", "N", "H", "H", "H", "H", "N", "H", "C", "C", "C", "C", "O", "C", "H", "H", "H", "H", "C", "H", "C", "H", "H", "C", "H", "H", "C", "C", "H", "H", "H", "N", "H", "H", "C", "H", "C", "C", "H", "H", "C", "H", "H", "C", "H", "H", "H", "H", "C", "H", "H", "H", "H", "H", "C", "H", "C", "H", "H", "H", "H", "H", "H", "H", "H", "H", "C", "H", "H", "H", "H", "O", "H", "H", "H", "H", "C", "H"],
  "positions_angstrom": [[-0.7595, -4.6047, -8.0854], [3.1244, 2.6531, -3.1551], [-4.5790, -0.4092, -2.5176], [9.6782, 2.2342, 4.7721], [-0.0650, -5.0703, -5.5886], [7.1901, 1.6870, 2.2827], [-0.9798, -4.0724, 3.2053], [-3.0050, 2.7138, 0.8085], [-3.9053, 1.0570, -0.2599], [2.9612, -0.8124, 5.8830], [-0.8295, -3.6613, -3.5434], [1.0634, -2.2872, 3.0644], [-0.8880, -0.6320, 4.9729], [-1.6704, -4.7714, 2.1400], [-5.5130, -1.4394, -2.6694], [0.4275, -3.1440, -5.2035], [6.5904, 3.0439, 3.1703], [5.8725, 3.3694, 0.6353], [-0.3031, 1.9806, 2.4131], [8.9213, 3.9566, 3.1805], [-2.7231, -4.4972, 2.2085], [7.3217, 2.7612, 2.4131], [-3.3167, -3.4034, -2.8932], [-3.4354, 2.0856, 2.9580], [0.0836, 3.8713, 2.8874], [2.0965, 5.1098, 3.5849], [1.4873, -4.4983, -8.9016], [0.3564, 4.2632, 1.9075], [1.2143, 1.1158, -0.6926], [-2.0529, -1.4234, -4.3999], [-5.4338, -2.3117, -0.7808], [2.5571, 3.9642, -1.1013], [-3.9792, -5.0683, -6.1412], [0.6817, 0.7316, 1.2930], [-2.2428, 0.1053, -1.5364], [-5.3099, -0.7941, 1.5383], [3.2644, -0.4146, 7.2657], [-1.9851, -1.1060, -6.2217], [1.7274, 1.8580, -2.7573], [-0.2642, 0.7511, 0.9395], [3.2522, 5.1345, 4.4055], [1.4489, -1.2603, 4.3003], [-2.9459, -2.7674, -1.3624], [2.3791, 4.8527, -0.6551], [-1.8702, -0.4152, 4.5529], [0.0078, 4.8197, -1.2668], [-4.9150, 1.9182, 0.6240], [0.6167, 0.0648, 2.0489], [-2.8340, 3.1748, -1.2236], [0.4991, 5.2523, -4.4451], [-4.0246, 1.2660, 2.9940], [0.6847, -4.1950, -3.2936], [0.5587, -3.1592, -7.8456], [-4.9745, 0.8150, -2.9727], [-0.7584, -4.4549, -9.1650], [-4.5006, -2.1326, -6.4347], [-5.6714, -3.7173, -5.4329], [2.9250, 0.1282, 0.3244], [4.2606, 0.0209, 7.3444], [2.0555, 3.0184, 3.2340], [-6.1401, -3.7054, -2.1917], [5.4705, 2.4181, 0.9839], [-0.3700, 5.9735, 3.4063], [-1.3601, -2.6801, 3.3608], [3.9537, -1.1743, 10.0779], [-4.7529, 0.8579, -4.0390], [-3.4564, -2.4034, -5.5731], [8.7418, 2.2116, 4.3944], [-6.6502, -3.3170, -7.2030], [-2.3530, -2.6070, 3.8044], [-2.3020, 4.3675, 0.0089], [-7.0588, -3.4084, -1.8951], [-1.7559, -5.8462, 2.3004], [2.4821, -4.7147, -7.5969], [-1.2559, -0.3567, -1.5638], [-0.8202, 2.7218, 2.8640], [4.7355, -2.8005, 7.9597], [2.5126, -0.2991, 9.7085], [0.1862, -3.3858, -3.8272], [-2.5930, -1.3079, -5.3397], [2.0930, 4.9152, -2.8696], [-2.5015, 0.4430, 1.8079], [-0.6496, 6.0836, -3.3133], [-1.1796, 5.0608, -4.7606], [-4.2294, -0.7906, 1.6822], [-1.2051, -0.8847, 5.9847], [1.4178, 3.8140, 3.6192], [-3.0781, 3.6578, -0.2774], [3.1343, -0.5888, 1.1182], [-0.6618, -0.7380, -0.3396], [10.6825, 2.1750, 2.5850], [0.2455, 4.0012, -1.9462], [-1.4263, -2.1133, 2.4321], [0.8337, -1.4123, 3.5139], [-0.9281, -5.6701, -7.9283], [-5.8214, 1.4118, -2.6339], [-1.3699, -4.5267, 1.1212], [-1.5507, 2.9577, 2.2076], [3.7487, -2.7288, 7.7565], [3.4110, 1.0867, 0.5063], [3.0758, 0.2793, 4.9988], [-5.1959, -2.6345, -1.7944], [0.6975, -4.3389, -5.8564], [8.6540, 2.9038, 3.0894], [7.2155, 3.3737, 1.1381], [-3.8785, 1.5878, 0.6918], [-7.1890, -4.1684, -7.2738], [-6.5608, -1.1989, -2.4896], [1.2061, -1.3696, -1.2801], [3.7082, -2.6278, 6.7524], [-4.7140, -4.7397, -6.8762], [1.3723, 3.3401, 4.5998], [-0.8617, 5.0024, 3.4634], [-4.2316, -4.5434, -7.8337], [0.4812, -2.5499, -3.1928], [-0.4701, 5.2155, -3.9477], [-3.1205, -0.3751, -5.1402], [1.6393, 2.9222, -4.1764], [0.7468, -1.0044, -0.3615], [9.6724, 2.2170, 2.1774], [-0.9733, 4.7915, 4.5270], [-6.6312, -3.0347, -8.1726], [-4.0779, -1.3679, 2.5942], [1.5667, -4.9036, -7.9799], [9.7365, 2.5814, 1.1522], [-5.1851, -1.3152, -6.2078], [2.8964, -1.6336, 8.1887], [3.6196, 6.1607, 4.4089], [1.3849, 0.3490, 0.0631], [1.7272, 4.0426, -2.3285], [-4.0635, 4.1107, -0.3866], [-4.1700, 1.5337, -2.8168], [2.9707, -1.2842, 9.6199], [-1.5537, -4.0881, -7.5465], [1.0104, -1.7635, 0.3749], [0.5116, -4.1548, -7.4043], [5.8418, 3.5934, -0.4310], [1.8754, -1.9116, 7.9276], [-1.8548, 4.9422, 3.0181], [-3.7800, -4.3428, -1.4546], [-3.7143, -3.3415, -1.8802], [9.4971, 1.1482, 2.0552], [-3.7722, 0.8002, 3.8539], [3.9466, 0.9250, 5.1122], [1.6895, -4.6654, -5.5442], [2.2981, 3.2840, -0.4011], [-5.4033, -3.4718, -6.4605], [-5.6458, -1.7821, -3.6956], [-3.5858, 0.5506, 1.8357], [8.1876, 2.7930, 5.0067], [-5.8831, -4.4920, -1.6127], [-5.4208, -5.5606, -6.9973], [-0.2260, 0.2324, 4.9223], [-0.0436, 3.1801, -1.2902], [0.0236, -2.6084, 4.9698], [3.0739, 4.9841, 5.4703], [-0.6907, 0.4616, -2.0100], [2.2379, 0.9704, 4.9073], [2.0465, 2.8145, -3.1710], [3.3935, -0.0149, 3.9985], [5.2745, 4.0419, 1.2503], [-1.3260, -1.2063, -2.2430], [2.3995, 0.2256, 7.4395], [-0.6319, 4.0421, -3.0808], [3.4503, -0.1481, -0.5899], [-3.9735, -1.2550, 0.7298], [2.4127, -2.0756, 10.1202], [-4.1703, -1.9970, -7.4645], [-0.3357, -1.8910, 4.2321], [4.0419, 4.5072, 3.9920]],
  "mulliken_charge": [-1.55, 0.38, 0.52, 0.28, 0.33, 0.21, -0.17, -0.11, -0.37, -0.16, 0.07, 0.27, -0.87, -1.12, -1.01, -0.03, -0.12, -0.20, 0.17, 0.21, 0.25, -0.28, -0.10, 0.41, 1.61, -0.22, 0.31, -0.26, -0.96, -0.12, -0.03, -0.45, 0.22, -0.25, -0.51, 0.52, -1.12, 0.41, 0.10, 0.05, -0.85, -0.08, -0.16, 0.25, -0.16, 0.44, 0.63, 0.02, 0.18, 0.28, -0.92, 0.56, 0.17, -1.11, 0.46, -1.06, -0.02, -2.21, 0.37, 0.34, -0.72, -0.05, 0.36, -0.81, 0.37, 0.28, 0.20, -0.75, -0.73, 0.40, 0.23, 0.33, 0.38, 0.23, 0.91, -0.38, 0.29, 0.36, -0.95, -0.61, 0.49, -0.67, 0.36, 0.29, -1.33, 0.48, -1.06, -0.95, 0.46, 0.55, 0.42, -0.19, 0.09, -0.39, 0.37, 0.41, 0.28, 0.24, -0.75, -0.09, -0.94, 0.91, -0.70, 0.45, -0.28, -0.78, 0.27, 0.45, -0.13, 0.28, -1.59, 0.57, -1.83, 0.26, 0.22, -1.20, 0.21, 0.35, -1.79, -1.51, 0.40, 0.25, 0.23, -0.75, 0.32, 0.33, 0.79, 0.32, 3.37, 0.27, 0.34, 0.04, -1.48, 0.14, 0.37, 0.69, 0.23, 0.12, 0.46, 0.50, -0.78, 0.37, 0.29, 0.46, 0.34, 0.00, 0.94, 0.10, 2.36, 0.34, 0.29, 0.48, 0.04, -0.25, 0.46, 0.38, -0.17, 0.36, -1.50, 0.27, 0.21, -0.14, 0.32, 0.05, 0.48, -0.22, 0.35, 0.53, 0.77, 0.01],
  "charge": -1,
  "gap_ha": [0.048, 0.327],
  "s2": 0.75,
  "energy_ev": -78627.76503,
  "e_homo_ev": [0.8, -6.6],
  "spin_multiplicity": 2
}

---

Result set for max |F|: 0.047, 0.071 Eh/bohr, one per record in the order listed.